Version a
ORCA calculation (ωB97M-V/def2-TZVPD) on a gas-phase ion, C13H20NO (charge +1).

Output
LUMO level = -2.440 eV
total charge = +1
structure (SMILES) = C=C[N+](C)(C)CCOCc1ccccc1
HOMO-LUMO gap = 0.34346 hartree
HOMO level = -11.8 eV

Last columns: bonded neighbours and bond lengths (Å).
Positions of all 35 atoms, in Å:
1 C 2.998 1.704 -1.163  C2 1.314, H16 1.075, H17 1.076
2 C 2.487 0.495 -1.094  C1 1.314, N3 1.469, H18 1.078
3 N 2.581 -0.407 0.061  C2 1.469, C4 1.475, C5 1.480, C6 1.494
4 C 2.917 0.304 1.310  N3 1.475, H19 1.088, H20 1.088, H21 1.089
5 C 3.656 -1.379 -0.241  N3 1.480, H22 1.089, H23 1.089, H24 1.090
6 C 1.302 -1.164 0.217  N3 1.494, C7 1.527, H25 1.093, H26 1.092
7 C 0.107 -0.316 0.645  C6 1.527, O8 1.406, H27 1.100, H28 1.101
8 O -0.114 0.690 -0.311  C7 1.406, C9 1.426
9 C -1.291 1.458 -0.068  O8 1.426, C10 1.508, H29 1.099, H30 1.095
10 C -2.569 0.657 -0.098  C9 1.508, C11 1.389, C15 1.389
11 C -3.593 0.927 0.800  C10 1.389, C12 1.384, H31 1.081
12 C -4.766 0.192 0.766  C11 1.384, C13 1.385, H32 1.079
13 C -4.923 -0.829 -0.157  C12 1.385, C14 1.384, H33 1.079
14 C -3.908 -1.097 -1.059  C13 1.384, C15 1.384, H34 1.079
15 C -2.740 -0.356 -1.033  C10 1.389, C14 1.384, H35 1.081
16 H 2.891 2.270 -2.071  C1 1.075
17 H 3.524 2.192 -0.361  C1 1.076
18 H 1.962 0.047 -1.923  C2 1.078
19 H 3.968 0.588 1.304  C4 1.088
20 H 2.304 1.197 1.407  C4 1.088
21 H 2.739 -0.348 2.163  C4 1.089
22 H 3.799 -2.052 0.603  C5 1.089
23 H 3.401 -1.965 -1.122  C5 1.089
24 H 4.587 -0.848 -0.437  C5 1.090
25 H 1.463 -1.955 0.953  C6 1.093
26 H 1.066 -1.622 -0.745  C6 1.092
27 H -0.764 -0.984 0.703  C7 1.100
28 H 0.256 0.122 1.645  C7 1.101
29 H -1.197 1.977 0.896  C9 1.099
30 H -1.288 2.208 -0.867  C9 1.095
31 H -3.483 1.722 1.523  C11 1.081
32 H -5.557 0.421 1.462  C12 1.079
33 H -5.834 -1.408 -0.172  C13 1.079
34 H -4.030 -1.880 -1.791  C14 1.079
35 H -1.953 -0.564 -1.744  C15 1.081

Results of the Mulliken charge analysis, in e, for atoms 1 through 6: -0.971 0.120 0.498 -1.172 -0.930 -0.994



Version b
ORCA calculation (ωB97M-V/def2-TZVPD) on 2 unconnected molecules or ions with the total composition C13H20NO.

Output
LUMO level (spin up / spin down) = -3.560 / -3.122 eV
total charge = +1
HOMO-LUMO gap (spin up / spin down) = 0.28298 / 0.27475 hartree
HOMO level (spin up / spin down) = -11.3 / -10.6 eV

Last columns: bonded neighbours and bond lengths (Å).
Positions of all 35 atoms, in Å:
1 C 1.883 3.642 -1.269  C2 1.370, C3 1.429, H16 1.073
2 C 1.819 2.572 -2.123  C1 1.370, C4 1.371, H17 1.124
3 C 1.992 3.341 0.124  C1 1.429, C5 1.345, H18 1.121
4 C 1.874 1.281 -1.667  C2 1.371, C6 1.387, H19 1.128
5 C 2.014 2.058 0.528  C3 1.345, C6 1.412, H20 1.163
6 C 1.922 0.936 -0.324  C4 1.387, C5 1.412, C13 1.423
7 C -1.592 -1.641 1.911  C8 1.556, N14 1.528, H21 1.138, H22 1.128
8 C -0.784 -0.387 2.355  C7 1.556, O15 1.412, H23 1.091, H24 1.063
9 C -0.918 -0.249 0.140  C10 1.497, N14 1.469, O15 1.383
10 C -1.105 0.381 -1.204  C9 1.497, H25 1.073, H26 1.064, H27 1.145
11 C -0.308 -2.627 0.152  N14 1.422, H28 1.181, H29 1.053, H30 1.030
12 C -2.539 -1.963 -0.434  N14 1.533, H31 1.165, H32 1.180, H33 1.016
13 C 1.772 -0.377 0.204  C6 1.423, H34 1.031, H35 1.043
14 N -1.301 -1.642 0.410  C7 1.528, C9 1.469, C11 1.422, C12 1.533
15 O -1.043 0.505 1.292  C8 1.412, C9 1.383
16 H 1.797 4.689 -1.488  C1 1.073
17 H 1.776 2.835 -3.215  C2 1.124
18 H 2.014 4.195 0.850  C3 1.121
19 H 1.887 0.423 -2.399  C4 1.128
20 H 1.966 1.872 1.675  C5 1.163
21 H -1.286 -2.629 2.388  C7 1.138
22 H -2.702 -1.538 2.082  C7 1.128
23 H -1.285 -0.084 3.276  C8 1.091
24 H 0.250 -0.491 2.576  C8 1.063
25 H -0.824 1.416 -1.196  C10 1.073
26 H -2.095 0.206 -1.556  C10 1.064
27 H -0.500 -0.167 -2.007  C10 1.145
28 H 0.077 -2.758 -0.956  C11 1.181
29 H 0.541 -2.314 0.689  C11 1.053
30 H -0.695 -3.557 0.369  C11 1.030
31 H -2.936 -3.034 -0.205  C12 1.165
32 H -3.308 -1.081 -0.286  C12 1.180
33 H -2.172 -1.931 -1.381  C12 1.016
34 H 1.833 -1.153 -0.473  C13 1.031
35 H 1.977 -0.728 1.164  C13 1.043

Results of the Mulliken charge analysis, in e, for atoms 1 through 6: -0.415 -0.607 -0.556 -0.077 -0.166 0.670



Version c
ORCA calculation (ωB97M-V/def2-TZVPD) on 2 unconnected molecules or ions with the total composition C13H20NO.

Output
LUMO level = -4.631 eV
total charge = +1
HOMO-LUMO gap = 0.22293 hartree
HOMO level = -10.7 eV

Last columns: bonded neighbours and bond lengths (Å).
Positions of all 35 atoms, in Å:
1 C 0.722 -3.068 -1.970  C2 1.229, H16 1.055
2 C 1.387 -2.551 -1.076  C1 1.229, C13 1.418
3 C -5.480 -1.468 0.370  C4 1.374, H17 1.072, H18 0.993
4 C -4.446 -0.867 1.045  C3 1.374, C5 1.436, H19 1.086
5 C -3.387 -0.244 0.302  C4 1.436, C6 1.335, H20 1.106
6 C -2.376 0.558 0.646  C5 1.335, C7 1.442, H21 1.142
7 C -1.274 1.067 -0.133  C6 1.442, C8 1.369, H22 1.094
8 C -0.520 2.121 0.310  C7 1.369, C10 1.481, H23 1.063
9 C 3.481 -1.915 0.301  C13 1.518, H24 1.159, H25 1.080, H26 1.097
10 C 0.438 2.864 -0.540  C8 1.481, C11 1.528, H27 1.105, H28 1.144
11 C 1.871 2.669 -0.046  C10 1.528, C12 1.546, H29 1.108, H30 1.120
12 C 2.199 1.178 0.191  C11 1.546, N14 1.415, H31 1.073, H32 1.085
13 C 1.997 -1.845 -0.008  C2 1.418, C9 1.518, O15 1.356
14 N 1.963 0.137 -0.738  C12 1.415, H33 1.038, H34 0.993
15 O 1.295 -1.691 1.142  C13 1.356, H35 1.033
16 H 0.329 -3.622 -2.777  C1 1.055
17 H -6.250 -2.077 0.799  C3 1.072
18 H -5.539 -1.511 -0.620  C3 0.993
19 H -4.264 -0.527 2.060  C4 1.086
20 H -3.582 -0.340 -0.783  C5 1.106
21 H -2.240 0.765 1.760  C6 1.142
22 H -1.311 0.551 -1.096  C7 1.094
23 H -0.713 2.432 1.307  C8 1.063
24 H 3.732 -2.643 1.169  C9 1.159
25 H 4.030 -2.380 -0.505  C9 1.080
26 H 3.874 -0.942 0.622  C9 1.097
27 H 0.174 2.491 -1.547  C10 1.105
28 H 0.122 3.963 -0.502  C10 1.144
29 H 2.661 3.172 -0.639  C11 1.108
30 H 1.897 3.123 0.977  C11 1.120
31 H 3.251 1.243 0.391  C12 1.073
32 H 1.758 0.968 1.160  C12 1.085
33 H 2.837 0.038 -1.287  N14 1.038
34 H 1.064 0.154 -1.160  N14 0.993
35 H 0.304 -1.802 0.876  O15 1.033

Results of the Mulliken charge analysis, in e, for atoms 1 through 6: 0.069 -0.841 -0.915 -0.166 0.029 -0.628



How do the energies compare? Relative to the most stable structure, in eV: version a 0.000; version b 3.709; version c 4.922.



Version a
ORCA calculation (ωB97M-V/def2-TZVPD) on 2 unconnected molecules or ions with the total composition C3H4FO3.

Output
LUMO level = 4.187 eV
total charge = -1
HOMO-LUMO gap = 0.33177 hartree
HOMO level = -4.8 eV

Last columns: bonded neighbours and bond lengths (Å).
Positions of all 11 atoms, in Å:
1 C 1.536 0.746 -1.958  C3 1.616, O4 1.222, O5 1.205
2 C -0.789 0.616 -0.702  C3 1.319, H8 1.102, H9 1.201
3 C 0.191 0.058 -1.386  C1 1.616, C2 1.319, F7 1.375
4 O 2.438 0.705 -1.134  C1 1.222
5 O 1.428 1.159 -3.085  C1 1.205
6 O 1.604 -0.981 1.066  H10 0.970, H11 0.904
7 F 0.004 -1.272 -1.678  C3 1.375
8 H -0.901 1.694 -0.499  C2 1.102
9 H -1.678 -0.041 -0.234  C2 1.201
10 H 1.675 -0.272 0.407  O6 0.970
11 H 1.385 -1.667 0.520  O6 0.904

Results of the Mulliken charge analysis, in e, for atoms 1 through 6: 0.634 -0.507 0.095 -0.708 -0.660 -0.670



Version b
ORCA calculation (ωB97M-V/def2-TZVPD) on a gas-phase ion, C3H4FO3 (charge -1).

Output
LUMO level = 4.075 eV
total charge = -1
HOMO-LUMO gap = 0.22544 hartree
HOMO level = -2.1 eV

Last columns: bonded neighbours and bond lengths (Å).
Positions of all 11 atoms, in Å:
1 C 0.192 0.535 -0.531  C2 1.671, O4 1.382, O5 1.677
2 C -1.070 1.088 0.414  C1 1.671, F7 1.387, H8 1.105, H9 1.123
3 C 2.967 0.239 -0.103  O5 1.336, O6 1.218, H10 1.170
4 O 0.005 -0.805 -0.815  C1 1.382, H11 0.901
5 O 1.744 0.750 0.068  C1 1.677, C3 1.336
6 O 3.981 0.887 0.085  C3 1.218
7 F -1.918 1.916 -0.307  C2 1.387
8 H -1.615 0.141 0.573  C2 1.105
9 H -0.575 1.613 1.275  C2 1.123
10 H 2.886 -0.903 -0.341  C3 1.170
11 H -0.196 -1.280 -0.077  O4 0.901

Results of the Mulliken charge analysis, in e, for atoms 1 through 6: -0.665 -0.154 0.245 -0.213 -0.143 -0.579



How do the energies compare? Relative to the most stable structure, in eV: version a 0.000; version b 3.579.



Version a
ORCA calculation (ωB97M-V/def2-TZVPD) on a single C5H10S molecule.

Output
LUMO level = 0.847 eV
structure (SMILES) = C=CC(C)(C)S
HOMO-LUMO gap = 0.35944 hartree
HOMO level = -8.9 eV

Last columns: bonded neighbours and bond lengths (Å).
Positions of all 16 atoms, in Å:
1 C -1.653 0.607 -1.146  C2 1.368, H7 1.137, H8 1.096
2 C -0.322 0.718 -0.850  C1 1.368, C3 1.457, H9 1.149
3 C 0.417 0.147 0.269  C2 1.457, C4 1.548, C5 1.495, S6 1.800
4 C -0.410 -0.824 1.145  C3 1.548, H10 1.089, H11 1.149, H12 1.098
5 C 1.445 -0.789 -0.280  C3 1.495, H13 1.096, H14 1.019, H15 1.053
6 S 1.206 1.537 1.098  C3 1.800, H16 1.408
7 H -1.923 1.106 -2.131  C1 1.137
8 H -2.467 0.229 -0.517  C1 1.096
9 H 0.365 1.209 -1.630  C2 1.149
10 H -1.409 -0.473 1.397  C4 1.089
11 H 0.128 -1.081 2.127  C4 1.149
12 H -0.608 -1.717 0.538  C4 1.098
13 H 2.046 -1.355 0.441  C5 1.096
14 H 0.987 -1.429 -0.928  C5 1.019
15 H 2.076 -0.265 -0.941  C5 1.053
16 H 0.121 2.379 1.409  S6 1.408

Results of the Mulliken charge analysis, in e, for atoms 1 through 6: -0.762 -0.500 1.580 -1.496 -1.888 -0.292



Version b
ORCA calculation (ωB97M-V/def2-TZVPD) on 2 unconnected molecules or ions with the total composition C5H10S.

Output
LUMO level = 0.792 eV
structure (SMILES) = C=CC=C.CS
HOMO-LUMO gap = 0.35399 hartree
HOMO level = -8.8 eV

Last columns: bonded neighbours and bond lengths (Å).
Positions of all 16 atoms, in Å:
1 C 1.499 1.300 0.189  C2 1.378, H5 1.103, H6 1.093
2 C 0.485 2.125 -0.247  C1 1.378, C3 1.461, H7 1.099
3 C -0.885 2.053 0.252  C2 1.461, C4 1.373, H8 1.107
4 C -1.883 2.675 -0.456  C3 1.373, H9 1.123, H10 1.068
5 H 1.228 0.543 0.945  C1 1.103
6 H 2.499 1.170 -0.233  C1 1.093
7 H 0.728 2.882 -1.007  C2 1.099
8 H -1.067 1.462 1.171  C3 1.107
9 H -2.924 2.551 -0.054  C4 1.123
10 H -1.668 3.329 -1.272  C4 1.068
11 C 0.757 -3.161 -0.026  S12 1.814, H13 1.110, H14 1.099, H15 1.093
12 S -0.629 -4.331 0.005  C11 1.814, H16 1.365
13 H 1.427 -3.615 -0.784  C11 1.110
14 H 0.424 -2.202 -0.449  C11 1.099
15 H 1.243 -3.147 0.954  C11 1.093
16 H -1.235 -3.634 1.011  S12 1.365

Results of the Mulliken charge analysis, in e, for atoms 1 through 6: -0.802 0.061 0.031 -0.752 0.179 0.270



Version c
ORCA calculation (ωB97M-V/def2-TZVPD) on a single C5H10S molecule.

Output
LUMO level = 1.009 eV
structure (SMILES) = C=CCSCC
HOMO-LUMO gap = 0.35345 hartree
HOMO level = -8.6 eV

Last columns: bonded neighbours and bond lengths (Å).
Positions of all 16 atoms, in Å:
1 C 2.257 -0.323 -0.822  C2 1.347, H7 1.100, H8 1.091
2 C 1.740 0.100 0.348  C1 1.347, C3 1.463, H9 1.038
3 C 0.816 1.229 0.251  C2 1.463, S4 1.915, H10 1.068, H11 1.175
4 S -0.767 1.147 1.327  C3 1.915, C5 1.787
5 C -1.270 -0.470 0.757  S4 1.787, C6 1.535, H12 1.169, H13 1.093
6 C -2.241 -0.547 -0.429  C5 1.535, H14 1.093, H15 1.095, H16 1.017
7 H 2.230 0.329 -1.707  C1 1.100
8 H 2.956 -1.161 -0.798  C1 1.091
9 H 2.084 -0.311 1.237  C2 1.038
10 H 1.152 2.183 0.594  C3 1.068
11 H 0.537 1.388 -0.879  C3 1.175
12 H -0.299 -1.117 0.684  C5 1.169
13 H -1.854 -0.874 1.588  C5 1.093
14 H -3.178 -0.079 -0.114  C6 1.093
15 H -1.752 -0.011 -1.250  C6 1.095
16 H -2.412 -1.482 -0.788  C6 1.017

Results of the Mulliken charge analysis, in e, for atoms 1 through 6: -0.713 -0.308 -0.505 -0.105 -0.406 -1.044



How do the energies compare? Relative to the most stable structure, in eV: version a 0.000; version b 0.556; version c 0.247.



Version a
ORCA calculation (ωB97M-V/def2-TZVPD) on a single C5H5OP molecule.

Output
LUMO level = -0.515 eV
HOMO-LUMO gap = 0.29764 hartree
HOMO level = -8.6 eV

Last columns: bonded neighbours and bond lengths (Å).
Positions of all 12 atoms, in Å:
1 C -1.898 -0.896 0.042  C3 1.333, P7 1.795, H8 1.136
2 C -0.981 0.418 2.319  P7 1.614, H9 1.190
3 C -3.057 -0.910 0.702  C1 1.333, C4 1.412, O6 1.408
4 C -4.030 -0.881 1.725  C3 1.412, O6 1.309
5 C 0.867 0.255 -0.542  P7 1.984, H10 1.011, H11 1.000, H12 0.989
6 O -4.334 -1.498 0.611  C3 1.408, C4 1.309
7 P -0.604 0.105 0.781  C1 1.795, C2 1.614, C5 1.984
8 H -1.878 -1.477 -0.934  C1 1.136
9 H -0.098 0.824 3.005  C2 1.190
10 H 1.481 0.910 -0.076  C5 1.011
11 H 0.421 0.608 -1.364  C5 1.000
12 H 1.341 -0.609 -0.625  C5 0.989

Results of the Mulliken charge analysis, in e, for atoms 1 through 6: -0.461 -0.636 0.602 -0.245 -1.133 -0.206



Version b
ORCA calculation (ωB97M-V/def2-TZVPD) on a single C5H5OP molecule.

Output
LUMO level = -0.279 eV
structure (SMILES) = O=C/C=C/C=C=P
HOMO-LUMO gap = 0.33186 hartree
HOMO level = -9.3 eV

Last columns: bonded neighbours and bond lengths (Å).
Positions of all 12 atoms, in Å:
1 O 3.017 1.510 -0.127  C2 1.209
2 C 2.319 0.616 0.292  O1 1.209, C3 1.518, H8 1.141
3 C 0.921 0.271 -0.188  C2 1.518, C4 1.350, H9 1.077
4 C 0.282 -0.797 0.334  C3 1.350, C5 1.481, H10 1.062
5 C -1.125 -1.131 0.013  C4 1.481, C6 1.335, H11 1.008
6 C -2.017 -0.155 -0.168  C5 1.335, P7 1.612
7 P -3.144 0.987 -0.008  C6 1.612, H12 1.377
8 H 2.511 -0.108 1.152  C2 1.141
9 H 0.415 0.901 -0.900  C3 1.077
10 H 0.863 -1.379 1.006  C4 1.062
11 H -1.327 -2.104 -0.154  C5 1.008
12 H -2.715 1.391 -1.253  P7 1.377

Results of the Mulliken charge analysis, in e, for atoms 1 through 6: -0.486 -0.002 -0.127 -0.147 -0.283 -0.114



How do the energies compare? Relative to the most stable structure, in eV: version a 5.333; version b 0.000.